# C20H23N5O4S2

One molecule with the formula C20H23N5O4S2 at a distorted geometry (wB97M-V/def2-TZVPD, the OMol25 dataset).

Summary:
HOMO-LUMO gap = 8.983 eV
E_LUMO = 0.0121 Ha
SMILES = O=C(CSc1nnc(NC(=O)[C@@H]2CC(=O)N(c3ccccc3)C2)s1)NC[C@H]1CCCO1
Charge = 0
Energy = -2147.0943 Eh
Relative energy (zero: lowest compared OMol25 entry of this formula, charge and spin) = 0.000 eV
Highest occupied orbital energy = -8.7 eV

Positions of all 54 atoms, in Å:
C1 -4.39327 3.10063 -1.19494
N1 0.73186 -1.38012 -1.33529
H1 3.27469 2.53164 -1.61686
H2 1.64379 1.20728 -0.26341
H3 3.71957 -0.00203 1.08221
N2 2.04101 -1.53749 -1.50215
C2 -4.15130 2.10179 -2.12243
N3 -1.05598 -2.03870 0.02181
C3 -4.12610 -1.98493 -0.66790
C4 -4.46276 2.77937 0.14908
H4 -4.65238 3.54899 0.88221
H5 3.75157 3.93573 1.56861
C5 -4.05063 0.46697 -0.36496
C6 5.00413 -0.17673 -1.27159
H6 3.10278 0.06164 -1.94672
H7 2.19815 0.35827 1.91779
H8 -4.74413 -3.62711 0.54861
S1 1.45337 -2.97974 0.54857
C7 0.26344 -2.04811 -0.33788
C8 2.54348 1.62662 0.20245
H9 -4.36327 1.24214 1.61914
H10 3.64799 1.64115 3.30957
H11 5.96052 -1.96491 -2.00276
H12 2.40305 3.54856 2.65835
S2 4.26400 -2.71880 -0.55893
O1 5.96095 0.23487 -0.65191
H13 -4.09260 2.34101 -3.17327
O2 -4.53819 -2.02930 -1.80007
H14 -3.79227 0.02207 -2.44721
C9 3.74334 1.85010 2.24654
C10 3.62616 1.79823 -0.88607
C11 -3.97451 0.79227 -1.71674
H15 4.80278 1.89595 1.99873
N4 3.90017 0.54509 -1.54421
C12 2.58572 -2.32299 -0.62716
O3 2.17650 2.87061 0.75741
C13 -3.46347 -1.16283 1.42765
H16 -4.52693 4.12202 -1.51642
C14 -4.29387 1.47192 0.56749
H17 -1.67870 -1.49663 -0.56323
C15 -2.99371 -2.62428 1.37356
H18 -3.18782 -3.14822 2.31060
N5 -3.85587 -0.86120 0.06288
C16 3.04518 0.79456 1.38630
H19 -3.27675 -3.95288 -0.36939
O4 -0.74821 -3.38360 1.79875
H20 4.55949 2.14946 -0.44252
H21 -2.67684 -0.47974 1.75926
C17 4.95051 -1.59717 -1.82919
C18 -3.80374 -3.19208 0.20522
C19 -1.50315 -2.73431 1.11147
H22 4.33756 -1.68258 -2.72320
C20 3.03346 3.15804 1.85414
H23 -4.31874 -1.07050 2.10803

Atom charges from the natural (NBO) analysis, given in e for atoms 1 to 2: -0.22 -0.30